1.
55
Properties=species:S:1:pos:R:3:mulliken_charge:R:1 method="wB97M-V/def2-TZVPD" lumo_ev=0.01 e_tot_ha=-1419.292870 e_above_lowest_kcal_mol=3.1 orbital_gap_ha=0.2870 homo_ev=-7.799
C -4.354 -1.134 1.701 -1.072
C -3.053 -1.818 2.104 -0.482
C -1.774 -1.131 1.583 -1.006
N -1.357 -1.382 0.220 0.433
C -1.146 -2.777 -0.107 -0.973
C -0.091 -2.953 -1.203 0.078
C 0.490 -4.362 -1.191 -1.537
C -2.029 -0.635 -0.825 -1.218
C -1.858 0.820 -0.603 0.120
C -0.718 1.583 -0.378 1.059
C 0.706 1.191 -0.441 -0.044
O 1.087 0.130 -0.894 -0.642
N 1.504 2.186 0.044 0.529
N 2.847 2.277 0.144 -1.157
C 3.627 1.312 -0.170 -0.876
C 5.041 1.485 -0.039 0.631
C 5.807 2.551 0.376 -0.394
C 7.148 2.130 0.290 -0.552
C 7.121 0.840 -0.170 0.495
C 8.216 -0.123 -0.456 -1.229
O 5.851 0.447 -0.370 -0.350
N -1.104 2.859 -0.134 -0.593
N -2.369 2.942 -0.195 -1.170
N -2.870 1.723 -0.478 0.726
C -4.229 1.579 -0.637 0.766
N -4.846 0.547 -1.141 -0.267
O -6.150 0.834 -1.123 -0.143
N -6.389 2.065 -0.612 -0.552
C -5.224 2.576 -0.294 0.410
N -4.998 3.758 0.297 -0.373
H -5.190 -1.575 2.240 0.462
H -4.320 -0.073 1.946 0.221
H -4.552 -1.240 0.638 0.238
H -2.992 -1.824 3.195 0.424
H -3.068 -2.856 1.773 0.270
H -0.940 -1.454 2.216 0.477
H -1.874 -0.049 1.715 0.474
H -0.780 -3.262 0.801 0.514
H -2.082 -3.280 -0.408 0.287
H -0.530 -2.764 -2.185 0.308
H 0.695 -2.217 -1.038 0.115
H 1.215 -4.479 -1.992 0.421
H -0.296 -5.102 -1.328 0.338
H 0.989 -4.564 -0.246 0.366
H -3.099 -0.870 -0.933 0.561
H -1.525 -0.885 -1.763 0.630
H 1.034 3.038 0.333 0.350
H 3.299 0.345 -0.542 0.570
H 5.435 3.501 0.696 0.516
H 8.021 2.701 0.534 0.435
H 8.135 -0.495 -1.476 0.307
H 8.155 -0.977 0.218 0.289
H 9.178 0.364 -0.326 0.316
H -5.756 4.415 0.340 0.244
H -4.042 4.085 0.293 0.250



2.
43
Properties=species:S:1:pos:R:3:mulliken_spin:R:1 method="wB97M-V/def2-TZVPD" lumo_ev="-0.95 / -2.53" e_tot_ha=-11476.096622 orbital_gap_ha="0.2493 / 0.1739" homo_ev="-7.731 / -7.260" spin_multiplicity=4
Re -0.292 -0.514 -0.040 2.033
C 3.265 0.718 2.253 0.013
C 1.960 0.640 1.539 -0.047
N 1.524 -0.403 0.913 -0.037
N 2.168 -1.615 1.006 0.038
C 1.310 -2.502 1.443 0.011
N 1.716 -3.764 1.648 -0.001
S -0.365 -2.077 1.823 -0.028
C 0.916 1.644 1.669 -0.007
C 1.066 2.859 2.324 -0.018
C -0.050 3.644 2.544 0.011
C -1.290 3.197 2.111 -0.024
C -1.364 1.991 1.444 -0.013
N -0.293 1.226 1.226 -0.017
H 3.885 -0.132 1.979 -0.004
H 3.120 0.702 3.335 -0.003
H 3.786 1.642 1.995 -0.001
H 2.624 -4.025 1.297 0.000
H 1.012 -4.478 1.721 0.001
H 2.046 3.171 2.657 -0.001
H 0.043 4.595 3.051 0.001
H -2.188 3.777 2.267 0.000
H -2.304 1.620 1.055 -0.002
O -2.050 2.672 -2.035 0.013
C -1.710 1.566 -1.678 0.009
O -0.509 1.193 -1.338 0.053
C -2.675 0.389 -1.659 -0.009
C -3.876 0.285 -2.339 -0.005
C -4.424 -0.980 -2.510 0.000
C -3.718 -2.108 -2.109 0.001
C -2.525 -1.923 -1.437 -0.002
N -2.110 -0.695 -1.127 -0.008
C -1.409 -2.939 -1.244 0.005
O -1.569 -4.121 -1.412 0.019
O -0.274 -2.323 -1.026 0.008
H -4.322 1.173 -2.765 0.000
H -5.362 -1.092 -3.038 0.000
H -4.041 -3.111 -2.350 0.000
Se 5.812 -1.904 -1.981 0.026
Sb 4.367 -0.145 -1.520 0.044
Se 1.964 1.330 -3.485 0.393
Se 4.208 1.551 -3.741 0.322
Se 1.926 -0.738 -2.467 0.227



3.
58
Properties=species:S:1:pos:R:3:mulliken_charge:R:1 method="wB97M-V/def2-TZVPD" lumo_ev=-0.52 e_tot_ha=-2198.670178 e_above_lowest_kcal_mol=11.7 orbital_gap_ha=0.2688 homo_ev=-7.830
C 3.329 -4.365 0.396 -0.964
N 2.940 -3.907 -0.953 -0.189
C 1.608 -3.339 -1.024 -1.656
C 1.572 -1.814 -0.964 0.599
B 0.265 -1.394 -1.846 0.180
C -1.124 -1.867 -1.318 -0.961
O 0.396 -0.651 -2.995 -0.747
O 1.190 -1.238 0.345 0.110
S 1.783 0.206 0.476 0.715
O 0.833 1.231 0.291 -0.494
O 2.482 0.408 1.669 -0.593
O 2.644 0.234 -0.897 -0.396
C 2.848 -1.106 -1.265 1.301
F 3.852 -1.522 -0.387 -0.311
P 3.603 -1.220 -2.968 0.247
O 3.305 -0.092 -3.838 -0.624
H 2.479 -4.483 1.064 0.297
H 4.007 -3.658 0.847 0.244
H 3.812 -5.327 0.323 0.380
H 2.953 -4.728 -1.540 0.361
H 0.928 -3.689 -0.248 0.389
H 1.157 -3.641 -1.964 0.454
H -1.430 -1.342 -0.418 0.376
H -1.164 -2.932 -1.118 0.389
H -1.886 -1.665 -2.060 0.248
H 0.713 -1.245 -3.700 0.322
H 4.974 -1.356 -2.702 0.138
H 3.136 -2.451 -3.472 0.091
N -0.613 -0.333 3.013 0.253
C -0.783 -1.690 2.951 -0.224
C -1.254 -2.111 4.166 -0.675
C -1.376 -0.962 4.992 -0.574
C -0.975 0.118 4.250 -0.438
H -0.276 0.249 2.265 0.165
H -0.555 -2.236 2.052 0.293
H -1.486 -3.129 4.433 0.410
H -1.719 -0.931 6.012 0.395
H -0.917 1.165 4.494 0.394
N -1.553 1.926 -3.056 0.191
C -2.873 1.773 -2.734 -0.317
C -3.491 2.984 -2.900 -0.652
C -2.503 3.904 -3.344 -0.529
C -1.320 3.219 -3.431 -0.475
H -0.861 1.199 -3.020 0.250
H -3.259 0.820 -2.415 0.345
H -4.534 3.188 -2.724 0.424
H -2.645 4.946 -3.572 0.397
H -0.335 3.540 -3.726 0.404
N -1.036 3.465 1.542 0.083
C -2.329 3.778 1.229 -0.432
C -2.913 4.316 2.345 -0.463
C -1.930 4.332 3.371 -0.476
C -0.782 3.802 2.842 -0.575
H -0.372 3.048 0.913 0.262
H -2.720 3.590 0.243 0.381
H -3.931 4.661 2.418 0.404
H -2.051 4.691 4.379 0.412
H 0.189 3.635 3.278 0.460



4.
48
Properties=species:S:1:pos:R:3:mulliken_charge:R:1 method="wB97M-V/def2-TZVPD" lumo_ev=-0.23 e_tot_ha=-1054.238480 e_above_lowest_kcal_mol=99.6 orbital_gap_ha=0.3362 homo_ev=-9.381
C 2.511 -1.235 -0.714 -0.746
C 1.824 -2.018 0.116 -0.360
C 1.481 -1.572 1.540 -1.008
C 0.405 -0.374 1.395 1.816
C 0.558 0.383 2.675 -0.905
O -0.624 1.116 3.091 -0.557
N -0.945 -0.984 1.321 -0.060
C -1.829 -0.147 0.505 -0.592
H 2.708 -1.608 -1.712 0.260
H 2.899 -0.240 -0.569 0.249
H 1.443 -2.994 -0.168 0.558
H 0.978 -2.377 2.055 0.306
H 2.369 -1.147 2.022 0.494
H 0.630 0.099 0.442 -0.750
H 1.311 1.198 2.670 0.340
H 0.696 -0.227 3.580 0.305
H -0.990 1.691 2.432 0.280
H -1.367 -1.063 2.249 0.133
H -1.850 0.947 0.593 0.010
H -1.532 -0.306 -0.538 0.194
H -2.860 -0.515 0.623 0.376
O 0.076 -0.789 -2.570 -0.659
H 0.599 0.020 -2.731 0.340
H 0.288 -1.225 -1.742 0.209
O -2.249 -1.547 3.901 -0.721
H -1.542 -0.940 4.146 0.340
H -3.017 -0.996 3.904 0.331
O -3.285 1.786 -2.952 -0.644
H -2.514 1.528 -3.451 0.333
H -3.404 1.115 -2.283 0.305
O -0.860 -3.482 -0.052 -0.741
H -1.274 -3.900 0.718 0.275
H -0.784 -2.522 0.067 0.404
O 1.102 2.735 -0.105 -0.547
H 1.789 2.946 0.552 0.261
H 0.370 3.343 0.071 0.293
O 3.457 2.199 -2.293 -0.628
H 4.004 2.011 -1.532 0.323
H 2.707 2.567 -1.798 0.314
O 1.114 1.773 -2.289 -0.888
H 1.076 1.687 -1.343 0.381
H 2.054 1.971 -2.485 0.427
O -1.398 3.701 -0.320 -0.609
H -1.805 4.452 -0.763 0.262
H -1.933 2.906 -0.397 0.332
O -0.773 -3.656 -2.797 -0.680
H -0.462 -2.811 -3.154 0.339
H -1.151 -3.500 -1.911 0.304